Entry 1:
# C14H11N3O3S

One molecule with the formula C14H11N3O3S (the ωB97M-V functional and the def2-TZVPD basis, OMol25).

Properties
Molar mass (g mol⁻¹): 301.33
Highest occupied orbital energy (eV): -9.604
Maximum force (eV/Å): 4.8
ΔE to the lowest compared entry with this formula, charge and spin (kcal/mol): 22.4
Kohn-Sham gap (Eh): 0.2929
Energy (Eh): -1328.24104

```
32
C14H11N3O3S the ωB97M-V functional and the def2-TZVPD basis
S -1.11750 1.23179 2.74341
O -0.70666 3.73542 0.77701
O 1.05350 2.56006 0.11742
O -3.55427 0.87943 -1.33589
N -0.53602 -0.24143 0.57980
N -3.52602 -3.01882 -0.17078
N -2.67735 0.78706 0.68855
C 0.28625 2.87477 0.99868
C -1.52818 0.48676 1.17981
C -2.15992 -0.95994 -1.07745
C 0.37059 -1.55408 -1.17874
C -2.85673 0.26830 -0.55251
C 2.76715 -1.78685 -1.39776
C 0.20313 -2.62755 -2.06707
C 0.45178 2.14564 2.36016
C -0.77278 -0.87166 -0.53526
C -2.88326 -2.08944 -0.52547
C 1.33980 -3.25722 -2.61878
C 2.61389 -2.86280 -2.27235
C 0.80567 3.13017 3.47523
C 1.68036 -1.12314 -0.86367
H 3.74792 -1.49369 -1.07424
H 1.83672 3.52429 3.24096
H 3.47421 -3.41112 -2.61481
H 0.79131 2.63926 4.49370
H -0.67093 3.97189 -0.16979
H 0.12074 3.98344 3.47228
H 1.23718 -4.10014 -3.25957
H -0.75573 -3.05067 -2.34261
H 1.87707 -0.29023 -0.17730
H -2.20110 -0.96791 -2.16869
H 1.28919 1.48840 2.27572
```

natural (NBO) population analysis, charges in e, atoms 1 to 6: 0.28 -0.66 -0.60 -0.49 -0.51 -0.27



Entry 2:
# C6H12

A 2-piece molecular cluster, C6H12 overall (the ωB97M-V functional and the def2-TZVPD basis, OMol25).

Properties
Molar mass (g mol⁻¹): 84.16
Highest occupied orbital energy (alpha / beta) (eV): -9.199 / -9.223
Maximum force (eV/Å): 0.4
ΔE to the lowest compared entry with this formula, charge and spin (kcal/mol): 128.2
Kohn-Sham gap (alpha / beta) (Eh): 0.3161 / 0.3170
Energy (Eh): -235.61396

```
18
C6H12 the ωB97M-V functional and the def2-TZVPD basis
C 2.02934 -0.04369 -0.33786
C -1.28472 -0.69902 0.45829
C -1.15295 0.65551 1.14863
C 0.36977 2.13143 -1.33255
C 0.05920 -1.44165 0.37563
C 0.99154 -0.83040 -0.63431
H 0.53201 -1.43464 1.36732
H -0.74189 2.01699 -1.26913
H 2.68420 0.36156 -1.10388
H -0.12148 -2.49092 0.10810
H -2.00670 -1.31879 1.00387
H -1.68776 -0.57516 -0.55667
H 0.78599 -1.05916 -1.68176
H -0.90214 0.52806 2.20820
H 0.59967 1.52499 -2.23652
H -0.35612 1.26124 0.70181
H 2.28516 0.18357 0.69549
H -2.08312 1.23010 1.08532
```

natural (NBO) population analysis, charges in e, atoms 1 to 6: -0.38 -0.39 -0.62 -0.21 -0.45 -0.17



Entry 3:
# C5H7NO

A 2-piece molecular cluster, C5H7NO overall (the ωB97M-V functional and the def2-TZVPD basis, OMol25).

Properties
Molar mass (g mol⁻¹): 97.12
Highest occupied orbital energy (eV): -8.443
Maximum force (eV/Å): 1.3
ΔE to the lowest compared entry with this formula, charge and spin (kcal/mol): 80.7
Kohn-Sham gap (Eh): 0.3208
Energy (Eh): -324.59581

```
14
C5H7NO the ωB97M-V functional and the def2-TZVPD basis
O -0.68259 -0.44475 -2.63300
N -0.02733 0.22102 1.93488
C -0.97908 0.56546 1.00355
C -0.76178 1.33548 -0.06145
C 2.16495 -0.88762 -0.68815
C 1.02774 -0.85961 -1.07925
C -0.31840 -0.88301 -1.57533
H -1.56812 1.63841 -0.70238
H -1.00388 -1.44219 -0.90561
H 3.15504 -0.90481 -0.33449
H -1.97252 0.20274 1.23691
H 0.92555 0.36816 1.64818
H -0.17436 -0.63788 2.43937
H 0.21478 1.72860 -0.28322
```

natural (NBO) population analysis, charges in e, atoms 1 to 6: -0.50 -0.81 0.01 -0.52 -0.18 -0.10



Entry 4:
# C12H12N2O14PS2

A 3-piece molecular cluster, C12H12N2O14PS2 overall (the ωB97M-V functional and the def2-TZVPD basis, OMol25).

Properties
Molar mass (g mol⁻¹): 503.34
Highest occupied orbital energy (eV): -6.535
Maximum force (eV/Å): 8.0
Net charge: -1
Kohn-Sham gap (Eh): 0.2477
Energy (Eh): -2765.02212

```
43
C12H12N2O14PS2 the ωB97M-V functional and the def2-TZVPD basis
S -1.15624 0.32929 1.52213
S -1.93545 -2.05919 2.97550
P -2.98430 1.41897 1.12485
O -2.92447 3.08737 1.72693
O 1.45772 -2.39872 2.99401
O 6.01936 -4.77211 1.66297
O -2.74424 4.47994 -6.23207
O -1.20827 -3.09278 2.08248
O -0.90027 -0.59067 0.30011
O 1.17098 2.18882 -4.89688
O 2.10414 -2.48098 0.32779
O -3.24518 1.57779 -0.61845
O -0.01812 1.41602 1.61549
O 0.48113 2.19270 -2.24014
O -3.39065 4.56220 -3.56584
O -1.99227 -2.66304 4.42497
O 5.32951 -4.76822 4.31972
N -4.30178 0.69890 1.79225
N -1.13793 -0.50768 3.06632
C 0.10688 2.72578 -4.60988
C -2.34253 3.99556 -3.85654
C 2.93421 -3.04392 1.27977
C 2.50585 -2.96536 2.70331
C 3.37038 -3.58572 3.71901
C -0.76991 3.32517 -5.62800
C 4.07847 -3.63575 0.93185
C 4.51301 -4.18065 3.37092
C -1.91417 3.91700 -5.28008
C -0.33537 2.78027 -3.18893
C -1.47800 3.37520 -2.84085
C 4.95525 -4.23515 1.94998
H 1.34263 -2.11563 0.82892
H -3.50575 4.84529 -5.73094
H -4.22883 1.52459 -0.81072
H -0.44523 3.26287 -6.65875
H 3.03795 -3.53688 4.74829
H -3.28534 -1.97777 2.51329
H 6.09384 -5.12820 3.81922
H 4.40315 -3.69805 -0.09889
H 1.24546 1.83272 -2.74063
H -4.70180 1.42259 2.43929
H -2.39340 3.05335 2.56978
H -1.81043 3.42404 -1.81157
```

natural (NBO) population analysis, charges in e, atoms 1 to 6: 1.74 1.88 1.80 -0.95 -0.45 -0.57



Question: Number 3 is which compound?
Answer: C5H7NO



Question: The lowest maximum force belongs to which entry?
Answer: C6H12